{
  "formula": "C40H43BCl5F5GeKN4O4S2Se",
  "method": "ωB97M-V/def2-TZVPD",
  "elements": ["K", "O", "C", "C", "C", "C", "N", "C", "C", "C", "C", "C", "C", "O", "C", "C", "N", "H", "H", "H", "H", "H", "H", "H", "H", "H", "H", "H", "H", "F", "C", "C", "F", "C", "F", "C", "S", "C", "F", "C", "F", "Cl", "Ge", "Cl", "Cl", "C", "C", "C", "C", "C", "C", "C", "C", "O", "B", "O", "C", "C", "H", "H", "H", "H", "H", "H", "H", "H", "H", "H", "H", "H", "C", "N", "C", "C", "S", "N", "C", "C", "H", "H", "H", "H", "H", "H", "H", "H", "H", "H", "H", "H", "Cl", "C", "Cl", "H", "H", "Se", "C", "C", "C", "C", "C", "C", "H", "H", "H", "H", "H"],
  "xyz": [[0.60812, 0.99708, 0.74033], [-3.57679, -3.44371, 5.39913], [-4.10327, -2.52839, 4.43976], [-3.01902, -1.98415, 3.55511], [-3.33093, -1.60197, 2.23128], [-2.33013, -0.99450, 1.49858], [-1.09488, -0.75215, 1.92446], [-0.76378, -1.13903, 3.20853], [-1.75768, -1.76174, 4.02406], [0.54515, -0.86964, 3.72312], [0.96977, -1.37438, 4.98952], [2.20377, -1.06236, 5.49540], [2.64521, -1.58641, 6.83636], [1.60751, -1.60449, 7.81269], [3.06406, -0.24398, 4.73910], [2.60024, 0.19979, 3.51152], [1.41212, -0.08514, 2.99902], [-4.19632, -3.49820, 6.13075], [-4.58906, -1.68919, 4.95307], [-4.86225, -3.02150, 3.82036], [-4.31396, -1.75431, 1.80470], [-2.54331, -0.67531, 0.48183], [-1.54067, -2.03595, 5.04468], [0.33124, -2.03153, 5.56276], [3.48825, -0.98447, 7.19462], [2.99281, -2.61954, 6.74557], [1.01064, -0.87895, 7.59502], [4.03828, 0.05218, 5.10507], [3.23459, 0.83010, 2.89664], [3.70209, 3.71860, 5.07288], [2.36783, 3.71307, 4.88050], [1.82636, 3.37985, 3.65450], [2.64042, 3.06934, 2.62854], [0.45855, 3.37255, 3.48215], [0.01949, 3.01428, 2.25489], [-0.46225, 3.72405, 4.48124], [-2.16371, 3.78408, 4.23512], [0.13973, 4.04914, 5.70825], [-0.62592, 4.40229, 6.75697], [1.50592, 4.04266, 5.90867], [2.01704, 4.37539, 7.11324], [3.20976, 0.77566, -0.60088], [4.50206, -1.03376, -1.31885], [3.73068, -1.04975, -3.49827], [6.36025, 0.27370, -1.74847], [-5.59018, -0.54640, -4.86004], [-4.27001, 0.23541, -4.79829], [-4.49646, 1.48898, -3.95165], [-3.87651, 0.67726, -6.21448], [-3.17589, -0.66328, -4.21622], [-2.82201, -1.84152, -4.87954], [-1.85743, -2.72131, -4.39042], [-1.24783, -2.37327, -3.20884], [-0.29858, -3.06007, -2.48549], [-0.06686, -2.26820, -1.36771], [-0.81298, -1.09310, -1.41457], [-1.57138, -1.20049, -2.55155], [-2.53374, -0.33636, -3.01918], [-6.38620, 0.08810, -5.25801], [-5.88260, -0.88021, -3.86333], [-5.50512, -1.42582, -5.49975], [-5.27009, 2.10403, -4.41583], [-3.59143, 2.09367, -3.87361], [-4.82600, 1.24380, -2.94087], [-4.65148, 1.32197, -6.63696], [-3.74595, -0.17638, -6.88044], [-2.93881, 1.23548, -6.19564], [-3.31795, -2.09685, -5.80760], [-1.60199, -3.63533, -4.90792], [-2.77585, 0.55239, -2.45681], [4.08597, 2.41060, -3.34355], [3.24731, 3.22716, -2.48271], [3.98754, 4.12527, -1.62353], [1.91423, 3.12923, -2.43764], [0.97021, 3.89544, -1.28566], [1.36909, 2.34794, -3.46936], [1.40836, 3.00485, -4.76521], [0.08188, 1.73293, -3.20902], [4.89592, 1.98944, -2.74585], [4.51859, 3.01193, -4.15108], [3.51583, 1.58643, -3.75612], [4.50346, 4.87406, -2.23285], [4.72479, 3.55090, -1.05981], [3.30939, 4.61435, -0.93230], [2.40222, 3.40175, -4.96798], [0.68423, 3.83153, -4.81259], [1.16270, 2.28004, -5.54304], [0.12403, 1.19597, -2.26389], [-0.11083, 1.00782, -4.00242], [-0.73648, 2.46269, -3.16303], [-4.79129, 2.31726, 0.89188], [-3.03401, 2.29537, 1.12732], [-2.18980, 2.04291, -0.42302], [-2.78644, 1.46781, 1.78263], [-2.71286, 3.22983, 1.57131], [1.05702, -2.62394, 0.14998], [2.09770, -4.10761, -0.48159], [2.58173, -4.16739, -1.78317], [3.39431, -5.22395, -2.16602], [3.73377, -6.21552, -1.25545], [3.25022, -6.15065, 0.04346], [2.42737, -5.10213, 0.43034], [2.35258, -3.38333, -2.49033], [3.77901, -5.25309, -3.17770], [4.38004, -7.03118, -1.55544], [3.51305, -6.91653, 0.76266], [2.04448, -5.04995, 1.44201]],
  "forces_ev_per_angstrom": [[-0.1, 0.1, -0.2], [0.0, 0.0, 0.0], [0.0, 0.0, 0.0], [0.1, 0.0, 0.1], [0.0, 0.0, -0.1], [0.0, -0.1, 0.0], [0.1, 0.1, 0.1], [0.0, -0.1, 0.1], [-0.1, 0.0, 0.0], [0.0, 0.0, 0.1], [0.0, 0.0, 0.0], [0.0, 0.0, 0.0], [0.0, 0.0, 0.0], [0.0, 0.0, 0.0], [0.0, 0.1, 0.0], [0.1, -0.2, 0.0], [-0.2, -0.1, 0.0], [0.0, 0.0, 0.0], [0.0, 0.0, 0.0], [0.0, 0.0, 0.0], [0.0, 0.0, 0.0], [0.0, 0.0, -0.1], [0.0, 0.0, 0.0], [0.0, 0.0, 0.0], [0.0, 0.0, 0.0], [0.0, 0.0, 0.0], [0.0, 0.0, 0.0], [0.0, 0.0, 0.0], [0.0, 0.0, 0.0], [-0.1, 0.0, 0.0], [0.1, 0.0, 0.0], [0.1, 0.0, -0.1], [-0.1, 0.1, 0.0], [0.0, 0.1, 0.1], [-0.2, 0.2, 0.1], [0.2, 0.0, 0.0], [-0.2, 0.0, -0.1], [0.0, 0.0, 0.0], [0.1, 0.0, 0.0], [0.0, 0.0, 0.1], [0.0, 0.0, -0.1], [0.3, -0.3, -0.1], [0.0, 0.1, 0.1], [-0.1, -0.1, 0.0], [0.2, -0.2, 0.1], [0.0, 0.0, 0.0], [0.0, 0.0, 0.0], [0.0, 0.0, 0.0], [0.0, 0.0, 0.0], [0.0, 0.0, 0.0], [0.0, 0.0, 0.0], [0.0, 0.0, 0.0], [0.1, 0.0, 0.1], [0.0, 0.0, -0.1], [0.1, 0.0, -0.1], [0.0, 0.0, 0.1], [-0.1, -0.1, -0.1], [0.0, 0.0, 0.0], [0.0, 0.0, 0.0], [0.0, 0.0, 0.0], [0.0, 0.0, 0.0], [0.0, 0.0, 0.0], [0.0, 0.0, 0.0], [0.0, 0.0, 0.0], [0.0, 0.0, 0.0], [0.0, 0.0, 0.0], [0.0, 0.0, 0.0], [0.0, 0.0, 0.0], [0.0, 0.0, 0.0], [0.0, 0.0, 0.0], [0.0, -0.1, 0.0], [-0.1, 0.3, -0.3], [0.0, 0.0, 0.1], [0.3, 0.1, 0.0], [-0.2, -0.1, 0.0], [-0.1, 0.1, 0.1], [0.1, 0.0, -0.1], [0.1, 0.0, 0.0], [-0.1, 0.1, -0.1], [0.0, 0.0, 0.0], [0.0, 0.0, 0.0], [0.0, 0.0, 0.0], [0.0, 0.0, 0.0], [0.0, 0.0, 0.0], [0.0, 0.0, 0.0], [0.0, 0.0, 0.0], [0.0, 0.0, 0.0], [0.0, 0.0, 0.0], [0.0, 0.0, 0.0], [0.0, 0.0, 0.0], [0.0, 0.0, 0.0], [0.1, -0.1, 0.1], [-0.1, 0.2, 0.1], [0.0, 0.0, 0.0], [0.0, 0.1, 0.0], [0.1, 0.0, 0.4], [-0.1, 0.0, -0.2], [0.1, -0.1, 0.0], [0.0, 0.0, 0.0], [0.0, 0.0, 0.0], [0.0, 0.0, 0.0], [0.0, 0.0, 0.0], [0.0, 0.0, 0.0], [0.0, 0.0, 0.0], [0.0, 0.0, 0.0], [0.0, 0.0, 0.0], [0.0, 0.0, 0.0]],
  "total_charge": -2,
  "orbital_gap_ev": [3.5, 5.6],
  "total_energy_ev": -293071.876,
  "homo_energy_ev": [-0.0762, -2.1833],
  "lumo_ev": [3.40, 3.39],
  "multiplicity": 2
}